{
  "formula": "C17H21N5O6",
  "method": "ωB97M-V/def2-TZVPD",
  "e_tot_ha": -1385.20450,
  "largest_force_ha_per_bohr": 0.054,
  "e_homo_ev": -7.584,
  "homo_lumo_gap_ev": 5.347,
  "smiles": "O=[N+]([O-])c1cc([N+](=O)[O-])c2no[n+]([O-])c2c1.C1=C(N2CCCCC2)CCCC1",
  "de_lowest_kcal_mol": 195.34,
  "elements": ["O", "N", "O", "C", "C", "C", "N", "O", "O", "C", "N", "O", "N", "O", "C", "C", "H", "H", "C", "C", "N", "C", "C", "C", "C", "C", "C", "C", "C", "C", "H", "H", "H", "H", "H", "H", "H", "H", "H", "H", "H", "H", "H", "H", "H", "H", "H", "H", "H"],
  "positions_angstrom": [[-4.3706, 3.3067, -0.4985], [-3.1619, 2.9949, -0.4222], [-2.3451, 3.6284, 0.2920], [-2.6728, 1.8739, -1.1952], [-3.6028, 1.1175, -1.9506], [-3.1573, 0.2258, -2.9240], [-4.1499, -0.5328, -3.6674], [-3.8203, -1.4127, -4.4803], [-5.3465, -0.2470, -3.4221], [-1.7214, 0.0888, -3.1192], [-1.0412, -0.4745, -4.1516], [0.2912, -0.2652, -3.8437], [0.4340, 0.4020, -2.6112], [1.5449, 0.6222, -2.1427], [-0.8658, 0.7124, -2.1805], [-1.2801, 1.6071, -1.2007], [-4.6688, 1.2670, -1.7860], [-0.5596, 2.2887, -0.7571], [-0.1850, 0.6495, 1.0140], [0.5884, -0.5050, 0.9910], [1.9382, -0.4978, 1.2007], [2.6525, -1.7542, 1.4069], [4.0894, -1.6211, 1.9101], [4.8538, -0.4921, 1.2319], [4.1130, 0.8180, 1.4289], [2.6229, 0.7749, 1.0779], [-0.1143, -1.8407, 0.8843], [-1.6076, -1.6721, 0.5662], [-2.3095, -0.6581, 1.4721], [-1.4704, 0.6083, 1.7552], [0.2878, 1.6289, 0.9406], [2.6554, -2.3379, 0.4667], [2.1014, -2.3631, 2.1432], [4.5907, -2.5799, 1.7441], [4.0713, -1.4555, 2.9945], [5.8493, -0.4135, 1.6797], [4.9813, -0.7089, 0.1645], [4.2055, 1.1302, 2.4750], [4.5689, 1.6088, 0.8282], [2.4922, 1.1504, 0.0475], [2.1323, 1.5024, 1.7403], [0.3533, -2.4582, 0.0988], [-0.0119, -2.4092, 1.8250], [-2.1138, -2.6434, 0.6185], [-1.6907, -1.3211, -0.4705], [-2.5569, -1.1347, 2.4307], [-3.2655, -0.3640, 1.0177], [-1.2957, 0.6349, 2.8508], [-2.0319, 1.5210, 1.5266]]
}



{
  "formula": "C17H22AuN6",
  "method": "ωB97M-V/def2-TZVPD",
  "total_charge": 3,
  "multiplicity": 3,
  "e_tot_ha": -1124.11634,
  "largest_force_ha_per_bohr": 0.023,
  "e_homo_ev": [-19.026, -19.028],
  "homo_lumo_gap_ev": [9.490, 5.210],
  "s_squared": 2.014,
  "elements": ["Au", "C", "C", "N", "C", "C", "C", "C", "C", "C", "C", "N", "C", "C", "N", "N", "H", "H", "H", "H", "H", "H", "H", "H", "H", "H", "H", "H", "H", "H", "H", "H", "H", "H", "N", "C", "C", "C", "C", "N", "C", "C", "H", "H", "H", "H"],
  "positions_angstrom": [[0.2901, -0.5636, -0.1364], [-2.2340, 1.1155, 0.4515], [-2.3036, 0.2078, 1.6833], [-1.4258, -0.9725, 1.5414], [-0.6340, -1.3077, 2.7315], [0.6098, -0.4710, 2.8522], [1.2176, -0.2157, 4.0780], [2.4080, 0.4955, 4.1026], [2.9431, 0.9697, 2.9141], [2.2920, 0.6848, 1.7172], [2.8483, 1.0907, 0.3793], [1.8040, 1.2626, -0.6397], [1.1086, 2.5662, -0.6120], [-0.4058, 2.4009, -0.7646], [-0.8702, 1.5621, 0.3104], [1.1679, -0.0350, 1.7208], [-2.9282, 1.9610, 0.5889], [-2.5375, 0.5867, -0.4565], [-3.3376, -0.1056, 1.8520], [-1.9900, 0.7870, 2.5573], [-1.9859, -1.7837, 1.2905], [-0.3190, -2.3561, 2.6574], [-1.2355, -1.2270, 3.6448], [0.7631, -0.5808, 4.9863], [2.9203, 0.6689, 5.0416], [3.8593, 1.5397, 2.9046], [3.5265, 0.2921, 0.0547], [3.4565, 1.9975, 0.4800], [2.2230, 1.1273, -1.5556], [1.4815, 3.2195, -1.4059], [1.3076, 3.0590, 0.3441], [-0.6712, 1.9454, -1.7215], [-0.8793, 3.3959, -0.7421], [-0.4971, 1.8831, 1.2022], [-2.3053, -3.0771, -6.6620], [-1.8449, -2.7795, -5.6637], [-1.2998, -2.3715, -4.4116], [-1.9670, -2.6659, -3.2206], [-1.4313, -2.1934, -2.0364], [-0.3145, -1.4633, -1.9848], [0.3500, -1.2289, -3.1191], [-0.1018, -1.6563, -4.3556], [-2.8836, -3.2370, -3.2116], [-1.9187, -2.4164, -1.1006], [1.2798, -0.6880, -3.0408], [0.4645, -1.4230, -5.2456]]
}



{
  "formula": "C17H22BF3N",
  "method": "ωB97M-V/def2-TZVPD",
  "total_charge": 1,
  "e_tot_ha": -1039.91208,
  "largest_force_ha_per_bohr": 0.025,
  "e_homo_ev": -12.340,
  "homo_lumo_gap_ev": 6.255,
  "de_lowest_kcal_mol": 0.00,
  "elements": ["F", "C", "F", "F", "C", "C", "C", "C", "C", "C", "C", "C", "C", "C", "C", "C", "C", "H", "H", "H", "H", "H", "H", "H", "H", "H", "H", "C", "N", "C", "C", "B", "H", "H", "H", "H", "H", "H", "H", "H", "H", "H", "H", "H"],
  "positions_angstrom": [[5.3036, 0.9734, -3.1050], [5.0355, 0.6601, -1.8207], [5.8135, -0.3650, -1.4161], [5.2378, 1.7327, -1.0306], [3.5758, 0.2474, -1.7261], [3.2406, -1.0326, -1.3204], [1.9307, -1.4278, -1.2986], [0.9038, -0.5479, -1.6932], [-0.4309, -1.0049, -1.6365], [-1.6253, -0.3913, -2.0956], [-2.8413, -0.8356, -1.5378], [-4.0407, -0.3231, -1.9549], [-4.0743, 0.6253, -2.9601], [-2.8986, 1.0767, -3.5345], [-1.6863, 0.5855, -3.1150], [1.2633, 0.7673, -2.0472], [2.5804, 1.1481, -2.0678], [4.0259, -1.7067, -1.0211], [1.6762, -2.4253, -0.9861], [-0.5649, -1.9472, -1.1364], [-2.8052, -1.5796, -0.7599], [-4.9523, -0.6665, -1.4953], [-5.0204, 1.0165, -3.2920], [-2.9372, 1.8166, -4.3181], [-0.7870, 0.9003, -3.6158], [0.5001, 1.4969, -2.2441], [2.8585, 2.1557, -2.3322], [-0.8673, 0.0569, 4.7483], [-0.5131, -0.0096, 3.2948], [-0.8941, 1.2514, 2.5841], [0.9384, -0.3220, 3.1036], [-1.3377, -1.1771, 2.6545], [-1.0970, -1.2778, 1.5069], [-0.3170, 0.8583, 5.2378], [-1.9325, 0.2421, 4.8688], [-0.6236, -0.8828, 5.2391], [-0.3449, 2.0977, 2.9926], [-0.6690, 1.1684, 1.5229], [-1.9594, 1.4401, 2.6975], [1.5557, 0.4653, 3.5320], [1.1878, -1.2628, 3.5894], [1.1691, -0.4085, 2.0440], [-1.0834, -2.2021, 3.1742], [-2.4933, -0.9865, 2.7708]]
}



{
  "formula": "C17H22BN4O11Pt",
  "method": "ωB97M-V/def2-TZVPD",
  "total_charge": -1,
  "multiplicity": 3,
  "e_tot_ha": -1851.56606,
  "largest_force_ha_per_bohr": 0.072,
  "e_homo_ev": [-2.664, -5.565],
  "homo_lumo_gap_ev": [4.607, 7.607],
  "s_squared": 2.029,
  "de_lowest_kcal_mol": 48.20,
  "elements": ["Pt", "C", "C", "C", "N", "H", "H", "H", "H", "H", "C", "O", "C", "O", "H", "H", "H", "C", "C", "C", "O", "B", "O", "C", "C", "C", "H", "H", "H", "H", "H", "H", "H", "H", "H", "H", "H", "H", "O", "N", "O", "C", "C", "C", "C", "O", "C", "C", "N", "O", "O", "N", "O", "O", "H", "H"],
  "positions_angstrom": [[-0.4152, -0.7074, -0.6351], [-4.5352, -2.9161, 2.0771], [-4.3080, -1.5376, 1.4121], [-3.1144, -1.3066, 0.6550], [-2.1412, -1.1586, 0.0421], [-5.4335, -3.3720, 1.6843], [-4.6163, -2.6743, 3.1062], [-3.6647, -3.6069, 1.9877], [-4.3832, -0.7054, 2.0495], [-5.0336, -1.2943, 0.5946], [-0.8700, -2.7704, -3.2241], [-1.5069, -1.4624, -3.3805], [-1.2200, -0.4936, -2.4896], [-1.6983, 0.6413, -2.6518], [-1.3166, -3.4239, -4.0007], [-0.9874, -3.2521, -2.2421], [0.2143, -2.7211, -3.3661], [0.4408, 4.1977, -2.9428], [0.7066, 3.6185, -1.5327], [2.0840, 4.0610, -1.1309], [0.7327, 2.1158, -1.6243], [-0.3044, 1.5622, -0.9011], [-1.0985, 2.4557, -0.3263], [-0.4413, 3.8329, -0.3841], [0.1764, 4.1888, 1.0212], [-1.4806, 4.9433, -0.8925], [1.2416, 3.9827, -3.6170], [0.1972, 5.2602, -2.8720], [-0.4114, 3.5771, -3.3872], [2.7795, 4.0784, -2.0072], [2.4744, 3.4046, -0.3500], [1.9800, 5.0776, -0.7766], [0.9978, 3.4920, 1.2216], [-0.6213, 4.0373, 1.8323], [0.5545, 5.2107, 0.9858], [-2.0784, 4.6638, -1.7785], [-0.9106, 5.8357, -0.9604], [-2.2887, 4.9882, -0.1829], [5.4234, -4.4410, 2.0088], [4.2667, -4.7736, 2.3361], [3.9297, -5.9265, 2.7385], [3.2958, -3.7432, 2.0596], [2.0739, -3.7956, 2.7443], [1.1533, -2.8276, 2.4176], [1.2342, -1.9377, 1.2922], [0.3305, -0.9380, 1.2384], [2.4732, -1.9686, 0.5915], [3.5240, -2.7914, 1.0412], [2.5555, -1.2141, -0.6845], [1.5154, -0.5897, -1.2556], [3.6505, -1.1142, -1.2350], [-0.1338, -2.8098, 3.0918], [-1.1729, -2.5224, 2.4280], [-0.1961, -3.1702, 4.2663], [1.8924, -4.4857, 3.4931], [4.4844, -2.7733, 0.4146]]
}



{
  "formula": "C17H22BrIrN2O2",
  "method": "ωB97M-V/def2-TZVPD",
  "total_charge": 2,
  "e_tot_ha": -3598.64634,
  "largest_force_ha_per_bohr": 0.044,
  "e_homo_ev": [-15.132, -15.098],
  "homo_lumo_gap_ev": [5.175, 5.151],
  "de_lowest_kcal_mol": 23.61,
  "elements": ["Ir", "C", "C", "C", "C", "C", "Br", "N", "C", "H", "H", "H", "H", "H", "H", "C", "C", "O", "O", "H", "H", "H", "C", "N", "C", "C", "C", "C", "C", "C", "C", "C", "H", "H", "H", "H", "H", "H", "H", "H", "H", "H", "H", "H", "H"],
  "positions_angstrom": [[-0.3299, -0.1493, -0.1168], [-3.5956, 4.3170, -2.3349], [-2.7749, 3.0930, -2.0761], [-3.0082, 1.8816, -2.7374], [-2.2721, 0.7420, -2.4524], [-1.2773, 0.8915, -1.4908], [-1.7574, -2.0633, -0.0551], [-1.0332, 2.0338, -0.8974], [-1.7289, 3.1323, -1.1346], [-4.4885, 4.0846, -2.9104], [-3.0134, 5.0497, -2.8992], [-3.8866, 4.7938, -1.3989], [-3.8089, 1.8214, -3.4648], [-2.4777, -0.2026, -2.9353], [-1.4619, 4.0397, -0.6078], [1.3749, -0.0681, 3.8636], [1.3921, -0.0509, 2.3539], [2.4346, 0.0754, 1.7411], [0.1843, -0.2082, 1.8285], [2.3540, 0.1997, 4.2418], [1.0943, -1.0654, 4.2015], [0.6137, 0.6323, 4.2038], [3.1160, -4.1262, -1.6639], [1.8050, -3.5551, -1.2242], [1.7987, -3.3188, 0.2567], [1.3892, -2.3293, -2.0226], [2.0923, -1.0637, -1.6055], [3.3665, -0.7969, -2.0303], [4.0458, 0.3767, -1.6238], [3.4357, 1.3175, -0.8191], [2.1277, 1.1068, -0.4137], [1.4462, -0.0757, -0.8109], [3.3310, -5.0102, -1.0699], [3.8967, -3.3880, -1.5058], [3.0590, -4.4017, -2.7140], [1.0932, -4.2604, -1.4190], [2.5473, -2.5681, 0.4999], [2.0342, -4.2523, 0.7601], [0.8139, -2.9754, 0.5615], [0.3174, -2.2229, -1.8836], [1.5917, -2.5428, -3.0702], [3.8595, -1.4713, -2.7204], [5.0583, 0.5446, -1.9692], [3.9527, 2.2204, -0.5265], [1.6148, 1.8736, 0.1529]]
}



- Which formula does entry 1 have?
  C17H21N5O6